Entry 1:
61
Properties=species:S:1:pos:R:3:forces:R:3 method="wB97M-V/def2-TZVPD" homo_lumo_gap_ev="5.06 / 5.63" spin_multiplicity=2 s_squared=1.174 relative_energy_ev=0.5167 total_charge=+1 e_homo_ev="-10.114 / -9.898"
Re 0.272 -1.597 0.102 -1.635 -3.042 -1.259
C -2.063 -1.577 3.860 0.198 0.172 -0.029
C -1.377 -0.621 4.600 -0.050 -0.156 -0.273
C -0.351 0.080 3.992 -0.048 -0.130 -0.304
C -0.023 -0.201 2.669 -0.218 0.067 0.465
N -0.667 -1.171 1.969 0.703 0.717 0.128
C -1.671 -1.820 2.555 -0.474 -0.430 0.044
C 1.073 0.473 1.972 0.195 0.399 0.135
C 1.669 1.671 2.347 0.048 -0.215 -0.234
C 2.680 2.193 1.552 -0.067 -0.113 -0.012
C 3.110 1.493 0.432 -0.219 -0.180 0.037
C 2.479 0.299 0.100 0.183 0.343 0.149
N 1.465 -0.157 0.854 0.079 0.193 0.027
C 2.767 -0.559 -1.053 0.371 0.111 -0.390
C 3.936 -0.443 -1.796 -0.278 -0.023 0.085
C 4.162 -1.299 -2.859 -0.255 -0.083 0.126
C 3.212 -2.271 -3.140 0.022 0.248 0.165
C 2.074 -2.339 -2.357 -0.101 -0.475 -0.421
N 1.840 -1.512 -1.340 0.274 0.827 0.658
H -2.877 -2.144 4.289 -0.001 -0.003 -0.041
H -1.632 -0.433 5.631 -0.043 0.030 0.088
H 0.217 0.815 4.540 0.002 0.062 0.017
H -2.173 -2.565 1.948 0.086 0.031 0.027
H 1.327 2.205 3.216 -0.049 0.062 0.116
H 3.114 3.152 1.790 0.072 -0.006 0.046
H 3.887 1.904 -0.191 0.085 -0.033 -0.078
H 4.662 0.304 -1.523 0.085 0.084 -0.008
H 5.062 -1.216 -3.446 0.108 -0.015 -0.058
H 3.352 -2.972 -3.947 -0.059 -0.075 -0.058
H 1.317 -3.090 -2.539 -0.040 0.012 0.032
S -1.259 -3.185 -0.933 1.106 0.300 1.055
C -0.898 -4.709 -0.154 -0.248 0.905 -0.449
C -1.711 -5.801 -0.449 -0.176 -0.680 0.071
C -1.514 -7.012 0.183 -0.366 0.497 -0.517
C -0.497 -7.146 1.122 0.609 0.300 0.377
C 0.336 -6.083 1.405 -0.139 -0.736 0.129
C 0.153 -4.856 0.767 0.401 0.773 -0.012
S 1.241 -3.550 1.106 -0.325 0.149 -0.001
H -2.496 -5.669 -1.174 -0.179 -0.069 -0.098
H -2.154 -7.846 -0.052 -0.086 -0.126 -0.010
H -0.350 -8.085 1.630 0.030 -0.142 0.069
H 1.132 -6.189 2.128 0.076 0.003 0.037
C -0.332 6.402 -2.031 0.477 0.211 -0.053
C -1.505 7.333 -2.060 -0.314 -0.516 0.004
O -1.461 8.519 -2.171 0.140 0.348 -0.033
S -3.132 6.563 -1.959 -0.186 -0.135 0.090
C -2.743 4.849 -1.639 -0.137 0.372 -0.066
C -2.600 3.958 -2.698 -0.049 0.107 0.162
C -2.218 2.656 -2.453 0.037 -0.174 0.225
C -1.973 2.230 -1.141 -0.292 0.712 -0.151
C -2.190 3.117 -0.077 0.048 -0.193 -0.170
C -2.579 4.416 -0.327 -0.083 0.015 -0.182
C -1.438 0.948 -0.901 0.296 -0.790 -0.024
C -0.872 -0.119 -0.723 0.359 0.470 0.414
H 0.578 6.983 -2.167 -0.010 0.057 0.016
H -0.415 5.671 -2.833 -0.011 -0.065 0.031
H -0.287 5.870 -1.083 -0.031 -0.057 -0.009
H -2.779 4.300 -3.706 0.008 0.033 -0.104
H -2.086 1.952 -3.263 0.008 0.010 -0.046
H -2.044 2.777 0.940 0.038 -0.034 0.018
H -2.750 5.105 0.487 0.021 0.075 0.050


Entry 2:
20
Properties=species:S:1:pos:R:3:forces:R:3 method="wB97M-V/def2-TZVPD" homo_lumo_gap_ev="7.29 / 7.29" relative_energy_ev=7.1395 total_charge=+1 e_homo_ev="-12.307 / -12.307"
C 0.763 -1.314 -0.215 -1.290 2.654 -1.188
C -1.408 -0.670 0.091 0.335 -1.527 1.843
C -0.913 1.624 -0.903 0.188 1.125 1.283
C 0.248 0.994 -0.135 2.829 -0.564 -2.082
C 2.114 -1.651 -0.310 0.637 -5.768 -2.671
C -2.836 -1.121 0.229 1.565 -1.434 0.285
C 1.334 1.664 0.719 0.416 -5.244 -2.688
N -0.344 -1.558 0.214 -1.301 -0.795 -0.105
N -0.957 0.562 0.099 -2.676 -0.585 1.170
H -1.274 2.635 -0.572 0.203 -1.182 -0.576
H -1.140 1.209 -1.853 -0.141 0.360 -0.968
H 2.622 -0.812 -0.135 2.665 3.011 1.183
H 2.538 -2.041 -1.358 -1.650 1.311 1.592
H 2.346 -2.584 0.236 0.208 0.822 0.703
H -3.080 -1.736 -0.643 -0.329 0.607 -0.359
H -3.346 -0.173 0.344 -1.061 -0.559 0.210
H -2.918 -1.979 1.027 0.127 2.338 -0.846
H 2.241 0.944 0.628 -1.319 1.746 0.749
H 0.858 1.658 1.618 -0.331 0.731 3.141
H 1.487 2.524 0.205 0.924 2.952 -0.677


Entry 3:
82
Properties=species:S:1:pos:R:3:forces:R:3 method="wB97M-V/def2-TZVPD" homo_lumo_gap_ev="6.39 / 6.27" spin_multiplicity=2 s_squared=0.759 relative_energy_ev=0.8714 total_charge=+1 e_homo_ev="-10.803 / -10.803"
W -0.453 -0.365 0.700 2.764 -1.515 -0.675
C -1.100 1.534 3.947 -0.286 0.148 -0.244
Si -0.392 -0.093 3.337 0.654 -0.346 0.097
C -1.341 -1.456 4.200 -0.167 -0.149 -0.018
C 1.357 -0.130 3.962 0.214 0.029 0.197
C 1.632 -0.214 5.335 0.043 -0.028 -0.102
C 2.934 -0.132 5.801 -0.075 0.006 -0.012
C 3.981 0.033 4.899 0.030 -0.005 -0.040
C 3.719 0.114 3.541 -0.009 -0.026 -0.014
C 2.406 0.039 3.058 -0.143 0.034 0.203
Si 2.096 0.209 1.217 0.340 -0.255 -0.035
C 2.846 1.853 0.748 -0.181 0.258 -0.021
C 3.250 -1.073 0.460 0.078 -0.139 -0.036
H -0.727 1.657 4.966 -0.017 -0.007 0.003
H -2.193 1.561 3.986 0.062 0.024 0.062
H -0.763 2.391 3.361 0.032 0.003 0.067
H -1.190 -1.337 5.277 -0.023 -0.038 -0.032
H -0.977 -2.447 3.919 -0.020 0.025 0.023
H -2.420 -1.414 4.022 0.038 0.001 0.063
H 0.823 -0.341 6.051 0.063 0.015 -0.039
H 3.137 -0.190 6.863 0.002 -0.011 -0.030
H 5.000 0.103 5.259 -0.035 -0.021 -0.011
H 4.549 0.234 2.851 -0.030 0.014 0.056
H 3.825 1.885 1.235 -0.032 0.013 -0.028
H 2.274 2.713 1.103 0.060 -0.043 -0.032
H 2.997 1.952 -0.326 0.021 0.003 0.028
H 4.269 -0.670 0.475 -0.052 -0.043 0.006
H 3.009 -1.337 -0.568 0.077 0.034 0.079
H 3.248 -1.991 1.053 -0.013 0.036 -0.034
Br 0.258 -2.724 0.826 -0.388 0.353 0.293
C -2.872 -2.171 1.452 -0.030 -0.724 -0.085
C -4.111 -2.510 1.956 0.209 -0.401 -0.116
C -4.913 -1.457 2.312 -0.253 0.381 0.121
C -4.430 -0.153 2.140 -0.573 0.208 0.273
C -3.188 0.036 1.625 -0.140 0.595 -0.406
N -2.392 -0.993 1.247 -1.256 -0.278 1.131
C -2.600 1.387 1.353 0.269 -0.621 -0.049
O -3.083 2.433 1.571 -0.355 0.677 0.023
O -1.345 1.216 0.776 -1.449 1.215 0.344
H -4.422 -3.540 2.071 0.077 0.035 -0.036
H -5.900 -1.639 2.721 0.033 0.084 -0.014
H -5.014 0.720 2.407 -0.004 -0.081 -0.002
C -3.365 -0.167 -1.666 -0.086 0.076 0.159
Si -1.797 -1.154 -2.033 -0.346 -0.061 0.063
C -1.645 -1.142 -3.903 0.400 0.132 -0.081
C -2.068 -2.964 -1.664 0.026 -0.137 0.003
Ge 0.450 -0.002 -1.544 0.122 0.694 -1.197
Si 1.997 -0.861 -3.222 0.214 -0.187 0.401
C 3.531 0.166 -2.982 0.147 0.169 0.027
C 2.221 -2.652 -2.751 0.023 -0.229 -0.013
C 1.503 -0.794 -5.015 -0.152 0.097 -0.112
Si -0.142 2.313 -2.244 0.226 0.166 -0.141
C -0.145 2.416 -4.112 0.004 -0.172 -0.139
C 1.240 3.442 -1.705 0.105 0.085 0.091
C -1.739 3.086 -1.676 -0.246 -0.134 0.221
H -4.095 -0.763 -1.108 0.069 0.043 -0.034
H -3.831 0.106 -2.617 0.011 -0.016 0.060
H -3.195 0.766 -1.123 -0.044 -0.080 -0.050
H -2.652 -1.294 -4.303 0.035 -0.019 0.050
H -1.011 -1.964 -4.242 -0.070 0.030 0.002
H -1.246 -0.217 -4.317 -0.067 -0.047 -0.050
H -2.832 -3.319 -2.365 0.052 0.015 0.016
H -2.416 -3.187 -0.658 -0.003 -0.030 0.079
H -1.157 -3.545 -1.829 -0.036 0.024 -0.031
H 3.836 0.227 -1.935 0.023 0.017 -0.095
H 3.373 1.184 -3.353 0.031 -0.071 0.029
H 4.359 -0.269 -3.552 -0.053 0.039 0.038
H 2.225 -2.811 -1.671 0.009 -0.065 -0.099
H 3.161 -3.044 -3.154 -0.078 0.024 0.014
H 1.407 -3.251 -3.175 0.057 0.039 0.048
H 1.004 0.126 -5.312 0.019 0.025 -0.045
H 0.863 -1.632 -5.289 0.038 0.018 -0.024
H 2.428 -0.873 -5.596 -0.051 -0.001 0.057
H 0.842 2.187 -4.520 -0.033 0.015 -0.031
H -0.378 3.453 -4.378 0.017 -0.059 0.037
H -0.883 1.780 -4.602 0.036 0.064 -0.017
H 2.226 3.036 -1.936 -0.021 0.076 -0.019
H 1.202 3.672 -0.640 0.033 -0.004 -0.063
H 1.130 4.382 -2.258 -0.018 -0.066 0.045
H -2.625 2.623 -2.118 0.064 0.064 0.009
H -1.695 4.120 -2.033 -0.013 -0.047 -0.005
H -1.866 3.125 -0.592 0.022 0.054 -0.158


Entry 4:
118
Properties=species:S:1:pos:R:3:forces:R:3 method="wB97M-V/def2-TZVPD" homo_lumo_gap_ev="3.99 / 4.00" spin_multiplicity=8 s_squared=15.835 total_charge=-2 e_homo_ev="-1.828 / -1.836"
Eu 0.951 1.277 -0.857 -0.790 -0.652 0.002
O 0.059 -5.033 3.958 -2.072 -0.408 -0.957
S -0.442 -2.189 3.313 -0.643 -0.456 1.883
O -0.253 -0.228 0.888 -2.342 1.815 -0.748
N 3.453 -0.313 1.580 -2.217 8.274 -8.167
C 3.216 0.646 0.649 2.942 -7.045 8.718
C 3.825 3.035 4.472 -15.012 11.045 4.404
C 4.463 2.193 3.871 8.206 -7.278 -3.361
C 5.174 1.858 2.604 -1.066 -0.090 -1.046
C 4.866 2.436 1.233 -0.303 0.893 -0.352
C 5.565 3.456 0.360 2.591 -3.566 3.937
C 4.957 4.486 -0.265 -2.688 -1.479 -0.359
C 3.744 3.963 -0.743 -2.293 2.295 -0.487
N 3.203 2.715 -0.513 0.404 3.505 -2.248
C 3.779 2.051 0.439 -0.493 -3.057 1.516
C 0.315 -3.899 3.136 -0.760 3.269 -1.494
C 0.488 -3.810 1.661 -1.070 -2.878 -3.655
C 1.070 -4.963 1.084 0.915 0.579 2.081
C 2.173 -5.529 1.935 -2.855 0.818 -2.541
C 2.603 -4.687 2.909 -0.030 0.197 0.474
C 1.692 -3.683 3.371 3.573 -1.692 1.986
H 2.187 -3.890 7.279 -2.650 3.284 -2.351
H 4.831 1.735 4.873 1.167 -1.444 -2.314
H 5.257 0.769 2.514 0.458 0.083 0.178
H 6.582 3.128 0.127 0.642 1.154 1.338
H 5.291 5.511 -0.154 0.139 -0.077 -1.310
H 3.145 4.731 -1.314 0.152 -1.435 0.404
H 0.260 -2.862 1.067 -0.399 -1.713 0.942
H 0.809 -5.325 0.104 0.493 0.144 -0.399
H 2.561 -6.505 1.746 0.559 -0.344 -0.187
H 3.520 -5.005 3.384 0.058 0.675 0.575
H 1.757 -3.603 4.421 1.070 1.256 1.377
C -1.822 5.070 -4.976 -0.534 -0.219 -0.400
C -0.470 4.444 -4.738 -0.136 -0.323 -0.015
O -0.443 3.173 -5.459 -0.128 -0.138 0.669
P -0.316 1.839 -4.515 0.446 0.328 0.577
S 1.582 1.693 -3.908 -0.106 -0.016 -0.416
S -1.544 1.896 -2.952 -0.133 -0.087 -0.096
O -0.819 0.672 -5.510 1.346 -0.017 -1.202
C 0.101 0.216 -6.644 -1.067 0.654 1.094
C 0.778 -1.064 -6.256 -0.025 -0.761 0.260
H -1.933 6.019 -4.457 0.100 0.100 0.089
H -2.558 4.365 -4.573 -0.017 0.214 -0.045
H -2.068 5.223 -6.043 0.331 -0.080 0.384
H -0.380 4.269 -3.654 0.209 -0.036 -0.384
H 0.374 5.053 -5.068 -0.052 -0.148 -0.123
H 0.805 1.025 -6.872 -0.136 -0.196 0.141
H -0.561 0.055 -7.496 -0.093 0.219 0.114
H 1.416 -0.900 -5.379 -0.005 -0.079 -0.266
H 1.371 -1.430 -7.114 -0.091 0.157 0.396
H 0.043 -1.865 -5.998 0.401 0.653 -0.221
O 3.513 -6.820 -3.242 1.661 1.935 1.513
N 4.113 -5.946 -2.531 -0.608 -2.589 -0.301
O 5.233 -6.157 -2.046 -1.646 1.217 -0.716
C 3.294 -4.737 -2.298 -1.708 0.244 -0.208
C 1.918 -4.944 -2.327 0.289 -0.782 -1.152
C 0.956 -3.928 -2.669 -0.143 -0.773 0.705
C -0.448 -4.134 -2.937 1.011 0.335 -0.211
C -1.198 -3.015 -3.163 -0.018 0.220 -0.180
C -0.604 -1.702 -3.157 -1.487 -0.899 1.164
N 0.578 -1.558 -2.676 1.137 1.122 -1.020
C 1.394 -2.623 -2.599 -0.231 0.336 0.590
C 2.784 -2.334 -2.438 1.356 0.147 0.969
N 3.085 -1.018 -2.391 0.946 0.409 -1.261
C 4.351 -0.637 -2.556 0.688 -2.279 1.614
C 5.396 -1.580 -2.253 -0.989 -0.935 -0.260
C 5.048 -2.920 -1.953 1.075 0.752 -0.974
C 3.773 -3.378 -2.285 -0.861 0.878 0.541
H 1.502 -5.953 -2.224 0.514 0.277 -0.252
H -0.878 -5.126 -3.112 0.200 0.296 0.657
H -2.264 -3.125 -3.199 -0.397 0.108 -0.660
H -1.136 -0.765 -3.383 -0.217 -0.674 0.195
H 4.609 0.397 -2.731 -0.336 0.214 0.011
H 6.458 -1.342 -2.298 -0.324 0.335 0.326
H 5.779 -3.641 -1.568 -0.140 0.419 -0.385
O -0.367 3.010 0.772 -2.903 4.655 6.532
C -3.717 4.699 -0.550 0.869 -1.469 1.296
O -2.718 4.090 0.413 -4.282 -0.084 -2.765
C -1.888 4.861 0.951 4.471 -1.058 0.970
O -1.479 5.978 0.791 -1.266 1.014 -0.198
C -0.985 3.871 1.678 2.711 -2.100 -1.316
C -1.264 4.150 3.406 1.441 -2.526 -7.387
As -2.726 2.839 3.846 -2.281 0.297 1.621
C -3.819 4.492 3.509 -0.613 -0.490 0.507
C -4.368 1.826 2.906 1.829 -1.410 -1.623
C -4.155 0.858 1.996 -0.529 1.623 0.935
As -1.936 -0.051 1.451 3.621 -1.854 -0.004
C -4.865 -4.733 -0.872 -0.643 -0.552 -1.978
C -5.256 0.368 1.208 0.283 0.889 -0.351
O -5.316 0.781 0.056 -0.878 -1.054 0.922
O -6.206 -0.418 1.790 -0.116 -0.600 -0.496
C -5.883 -1.361 2.823 0.608 -0.022 0.125
C -5.695 2.153 3.452 -1.471 1.215 0.254
O -6.727 2.342 2.848 1.108 -0.281 -0.140
O -5.775 2.344 4.835 0.553 -1.412 0.314
C -5.583 1.113 5.601 0.647 0.676 0.394
C -0.935 4.633 4.534 1.841 -2.557 2.169
O -0.678 4.421 5.675 -0.562 2.207 -0.424
O 1.526 4.254 3.957 -6.903 4.011 -0.602
C 2.394 3.652 4.249 14.867 -5.957 -0.280
H -3.941 3.883 -1.256 0.211 0.627 0.209
H -3.233 5.581 -0.932 -0.177 0.234 -0.474
H -4.558 4.901 0.099 -0.368 0.280 -0.271
H -3.260 5.413 3.697 -0.432 -0.344 -0.168
H -4.676 4.394 4.148 -0.601 0.393 0.343
H -4.189 4.370 2.488 0.209 0.420 0.008
H -5.044 -5.779 -0.551 0.425 1.264 0.377
H -5.088 -4.537 -1.934 0.003 -0.412 0.469
H -4.519 -3.820 -0.435 0.238 -0.277 1.134
H -6.678 -1.354 3.579 0.017 0.046 -0.401
H -4.932 -1.186 3.365 -0.336 0.321 -0.533
H -5.788 -2.354 2.365 -0.204 0.165 0.130
H -6.566 0.710 5.940 0.673 0.091 -0.647
H -5.010 1.390 6.500 -0.297 0.014 -0.236
H -4.920 0.397 5.066 -0.811 0.311 0.128
H 8.110 -8.781 0.567 -0.005 0.004 -0.003
H 1.588 -3.151 6.741 2.630 -3.274 2.355
H -0.791 -5.482 3.740 0.657 0.764 0.003


Entry 5:
20
Properties=species:S:1:pos:R:3:forces:R:3 method="wB97M-V/def2-TZVPD" homo_lumo_gap_ev="7.26 / 7.49" relative_energy_ev=4.7321 total_charge=+1 e_homo_ev="-12.697 / -12.964"
C -0.549 0.055 -0.721 0.699 0.166 0.919
C -0.231 -0.135 1.687 -3.728 -1.495 -1.265
C -1.208 0.410 0.570 -0.876 1.568 -0.298
C -1.467 1.950 0.714 -1.004 0.803 -1.422
C 2.634 -1.849 -0.557 -0.671 -1.482 -0.793
N 0.887 -0.556 0.944 1.173 -0.464 0.304
N 0.692 -0.650 -0.361 -1.219 1.434 1.997
N 1.545 -1.100 -1.157 -0.560 -0.054 -1.138
N -0.873 0.401 -1.925 0.510 -1.398 -1.091
H -0.021 0.675 2.397 0.160 -0.631 0.021
H -0.873 -1.041 2.140 1.869 1.816 -0.291
H -2.301 0.152 0.511 1.183 -0.984 0.365
H -0.653 2.644 0.443 0.137 -0.602 0.691
H -1.924 2.161 1.709 0.547 -0.122 -0.819
H -2.239 2.205 -0.079 0.532 -0.142 1.081
H 2.549 -2.222 0.477 -0.558 0.395 -0.468
H 2.632 -2.689 -1.283 0.875 0.203 0.662
H 3.540 -1.289 -0.612 0.746 0.444 -0.265
H -1.724 0.940 -2.131 0.507 -0.295 0.376
H -0.414 -0.060 -2.764 -0.319 0.840 1.434


Entry 6:
16
Properties=species:S:1:pos:R:3:forces:R:3 method="wB97M-V/def2-TZVPD" homo_lumo_gap_ev=10.69 relative_energy_ev=4.4229 e_homo_ev=-9.549
N 1.258 -0.253 -2.598 -0.857 -0.792 0.483
C 0.781 -0.460 -1.212 -0.186 0.685 0.725
C 0.110 0.799 -0.519 0.189 0.812 -2.273
N 0.127 0.538 0.898 -2.455 -1.553 1.968
O -0.475 1.444 1.968 -0.562 0.491 -1.930
C -1.233 0.336 1.549 6.040 -1.130 0.502
N -1.230 -0.806 2.372 -1.365 -0.176 1.575
H 1.544 -1.172 -2.874 -0.210 -0.628 -0.544
H 2.062 0.267 -2.840 0.959 1.335 0.732
H 1.486 -0.786 -0.404 -0.103 -0.308 -1.089
H -0.002 -1.213 -1.444 0.422 0.251 1.087
H 0.715 1.701 -0.756 -0.319 -0.490 0.140
H -0.858 0.868 -1.055 0.112 0.534 0.779
H -2.068 0.427 0.940 -1.596 0.715 -0.853
H -1.869 -0.601 3.158 0.177 -0.527 -0.482
H -0.347 -1.090 2.817 -0.245 0.781 -0.821


Number 1: DFT total energy -73652.8373 eV, strongest force on any atom 3.7 eV/A. Number 2: DFT total energy -10404.5793 eV, strongest force on any atom 6.4 eV/A. Number 3: DFT total energy -200025.2359 eV, strongest force on any atom 3.2 eV/A. Number 4: DFT total energy -268336.5146 eV, strongest force on any atom 19.2 eV/A. Number 5: DFT total energy -11313.1150 eV, strongest force on any atom 4.2 eV/A. Number 6: DFT total energy -9771.1162 eV, strongest force on any atom 6.2 eV/A.